96
Properties=species:S:1:pos:R:3:lowdin_charge:R:1 method="wB97M-V/def2-TZVPD" total_charge=+1 e_lumo_ev=-3.22 homo_energy_ev=-10.0 homo_lumo_gap_ev=6.78
Bi -3.18212 -19.51840 -3.03004 1.57
C -5.39377 -23.98785 -0.22702 -0.38
S -4.10279 -22.95003 0.47480 0.89
C -4.06199 -21.49254 -0.49076 -1.08
S -4.81252 -21.34554 -2.07666 0.47
N -3.43399 -20.59738 0.15528 -0.11
N -3.07759 -19.48548 -0.53567 -0.15
C -2.28938 -18.67315 0.10307 -0.07
C -2.05054 -17.25330 -0.21618 -0.29
C -1.20749 -16.46618 0.62849 0.01
C -1.21674 -15.07314 0.33636 -0.03
C -1.83033 -14.57618 -0.81850 -0.04
C -2.52359 -15.48871 -1.57783 -0.16
N -2.65565 -16.78377 -1.29039 0.11
H -4.92938 -24.93972 -0.35044 0.03
H -5.60284 -23.70904 -1.28704 0.02
H -6.20837 -23.91546 0.41997 0.01
H -1.89195 -19.02729 1.03215 0.13
H -0.60140 -16.92583 1.43782 0.13
H -0.74967 -14.44458 1.08259 0.11
H -1.77107 -13.56469 -1.12907 0.10
H -3.12631 -15.03147 -2.35473 0.09
Cl -2.64325 -25.49679 -7.67257 0.68
C -2.22066 -24.16117 -6.64665 -0.72
C -2.15575 -24.31476 -5.29118 -0.75
Cl -2.34741 -25.82481 -4.59553 0.75
C -2.05463 -23.23644 -4.42284 -0.64
Cl -2.15936 -23.36084 -2.74870 0.76
C -1.80880 -21.96964 -5.01788 -0.46
O -1.65136 -20.85758 -4.29541 -0.44
C -1.72078 -21.88397 -6.41539 -0.65
Cl -1.08445 -20.42908 -7.00281 0.80
C -1.94519 -22.96122 -7.22873 -0.73
Cl -2.00003 -22.73431 -8.92989 0.71
C -6.13340 -16.33738 -3.28793 -0.29
P -5.87154 -18.05619 -2.80898 0.76
C -6.38540 -18.18157 -1.05451 -0.28
C -7.19686 -18.92818 -3.84938 -0.35
C -6.61806 -19.24006 -5.30112 -0.38
P -4.98890 -20.13134 -5.37043 0.78
C -4.55173 -19.56926 -7.02913 -0.26
C -5.48119 -21.86975 -5.55404 -0.26
H -5.95295 -16.08442 -4.32241 0.03
H -5.48186 -15.71126 -2.63382 0.04
H -7.20732 -15.95260 -3.22375 0.08
H -7.38224 -17.74331 -0.80793 0.06
H -5.56592 -17.73809 -0.43998 0.04
H -6.33056 -19.25933 -0.84775 0.00
H -8.12232 -18.31344 -3.95005 0.09
H -7.50870 -19.80815 -3.30424 0.06
H -6.40308 -18.30135 -5.85361 0.08
H -7.33177 -19.74757 -5.91133 0.07
H -5.43464 -19.49974 -7.61591 0.04
H -3.76774 -20.09425 -7.56880 0.02
H -4.18259 -18.57009 -6.76163 0.01
H -6.51660 -21.97475 -5.93836 0.06
H -5.44678 -22.42219 -4.60161 0.01
H -4.82262 -22.46323 -6.16803 0.03
O -3.04099 -17.42191 -4.83961 -0.67
S -2.17796 -16.18656 -4.85903 0.96
C -0.54209 -16.69536 -4.38752 -0.37
C 0.13947 -17.88569 -5.05799 -0.19
C 1.41591 -18.36611 -4.20370 -0.16
C 1.22056 -19.82215 -3.80859 -0.33
S 0.32443 -20.00894 -2.29607 1.01
O -0.78260 -18.98572 -2.24746 -0.66
C 1.52093 -19.40408 -1.10861 -0.38
C 2.41743 -20.36586 -0.68700 -0.09
C 3.32073 -20.04487 0.31188 -0.08
C 3.36813 -18.76819 0.80745 -0.05
C 2.47314 -17.72502 0.31182 -0.03
C 1.57270 -18.12173 -0.64298 -0.11
C -1.78795 -15.68575 -6.56753 -0.37
C -1.38664 -14.36702 -6.74577 -0.12
C -1.20678 -13.92880 -7.99839 -0.09
C -1.32724 -14.76908 -9.10919 -0.05
C -1.75188 -16.07335 -8.92843 -0.04
C -2.04430 -16.51911 -7.62799 -0.06
H -0.59046 -16.86128 -3.34451 0.03
H 0.04188 -15.70096 -4.44828 0.14
H 0.48582 -17.58517 -6.04633 0.11
H -0.59366 -18.73405 -5.17209 0.05
H 1.67275 -17.79404 -3.34781 0.09
H 2.34667 -18.43679 -4.77287 0.12
H 2.18209 -20.23786 -3.64067 0.09
H 0.67101 -20.47046 -4.51502 0.08
H 2.36515 -21.36129 -1.16348 0.12
H 3.91086 -20.85534 0.81919 0.13
H 3.93843 -18.49747 1.67786 0.10
H 2.47726 -16.72118 0.69057 0.10
H 0.76357 -17.47210 -0.94316 0.09
H -1.33904 -13.66546 -5.91374 0.12
H -1.04089 -12.81170 -8.13657 0.14
H -1.09142 -14.33177 -10.05912 0.11
H -1.89188 -16.69641 -9.70425 0.07
H -2.47720 -17.54970 -7.45172 0.10

89
Properties=species:S:1:pos:R:3:lowdin_charge:R:1 method="wB97M-V/def2-TZVPD" total_charge=0 e_lumo_ev=0.00 homo_energy_ev=-7.1 homo_lumo_gap_ev=7.12
Zr -0.43421 -0.05586 0.18274 1.75
C -0.70262 -0.89033 4.39300 -0.20
C -1.43379 -2.15536 3.95186 -0.17
C -1.81224 -2.22909 2.47291 -0.24
N -0.68172 -1.88754 1.59463 -0.06
C 0.25993 -2.80469 1.46863 -0.23
C 0.06498 -4.17803 1.77855 -0.02
C 0.95153 -5.18379 2.08278 -0.08
C 2.33255 -5.12610 2.25997 -0.11
C 3.10380 -4.02610 1.96136 -0.09
C 2.75116 -2.84401 1.31636 -0.03
C 1.51675 -2.36029 0.84172 -0.23
N 1.40842 -1.37070 -0.04624 -0.09
C 2.61104 -1.06006 -0.82329 -0.25
C 3.34804 0.18333 -0.35177 -0.16
C 2.46637 1.41339 -0.50753 -0.22
N 1.32063 1.38592 0.39862 -0.07
C 1.42521 2.04111 1.53440 -0.21
C 2.65668 2.56993 2.02134 -0.01
C 2.92692 3.52362 2.97445 -0.08
C 2.05587 4.29043 3.74508 -0.11
C 0.69468 4.10143 3.80564 -0.08
C -0.09700 3.10507 3.23982 -0.02
C 0.20001 2.06338 2.35304 -0.23
N -0.65617 1.07275 2.08473 -0.12
C -1.83027 0.91728 2.93478 -0.25
C -1.51877 0.39838 4.33823 -0.16
H 0.20368 -0.76486 3.79371 0.10
H -0.36426 -1.03415 5.42172 0.11
H -2.35852 -2.26825 4.52941 0.12
H -0.81066 -3.01923 4.19881 0.11
H -2.63608 -1.55793 2.24793 0.07
H -2.21554 -3.21271 2.24150 0.06
H -0.97542 -4.47386 1.76487 0.08
H 0.48772 -6.14761 2.26713 0.11
H 2.83041 -6.00373 2.65049 0.10
H 4.15852 -4.10194 2.20542 0.10
H 3.58370 -2.17839 1.13006 0.09
H 2.30593 -0.90094 -1.85637 0.05
H 3.27065 -1.92761 -0.83110 0.11
H 4.25309 0.31023 -0.95245 0.12
H 3.65606 0.06655 0.69220 0.11
H 2.08361 1.43595 -1.52856 0.07
H 3.02569 2.34019 -0.37794 0.12
H 3.53615 2.16142 1.54373 0.09
H 3.98359 3.73094 3.11071 0.11
H 2.48346 5.07463 4.35555 0.10
H 0.14995 4.79464 4.43871 0.11
H -1.13097 3.13595 3.55402 0.10
H -2.50383 0.23843 2.42125 0.05
H -2.39320 1.85526 3.00239 0.11
H -2.47259 0.26271 4.86115 0.12
H -0.97725 1.17495 4.88356 0.10
Br 0.17096 0.14454 -3.01391 0.95
C 0.02438 2.02957 -3.00652 -0.59
C 0.57163 2.70332 -4.05478 -0.13
C 0.39060 4.10192 -4.13712 -0.08
C -0.36502 4.73886 -3.20086 -0.04
C -0.95246 4.03005 -2.12048 -0.17
C -1.80540 4.70534 -1.20999 -0.05
C -2.41117 4.00963 -0.21346 -0.07
C -2.11334 2.63728 -0.03110 -0.15
C -1.25299 1.91574 -0.82689 -0.21
C -0.72459 2.63632 -1.95687 -0.23
H 1.11686 2.16998 -4.82111 0.10
H 0.82862 4.64926 -4.96153 0.10
H -0.54366 5.80541 -3.27371 0.11
H -1.97940 5.76698 -1.34098 0.11
H -3.09258 4.50731 0.46684 0.10
H -2.58561 2.15258 0.81810 0.06
C -4.97981 0.50059 -3.43772 -0.06
C -3.70391 0.17305 -2.70523 -0.26
O -3.80877 -1.18804 -2.21611 -0.30
P -3.03637 -1.68255 -0.93622 0.04
O -1.56034 -1.21780 -1.03260 -0.61
Te -3.48758 -3.92644 -0.62420 0.44
O -3.50200 -0.67389 0.23045 -0.34
C -4.88874 -0.67242 0.63959 -0.27
C -5.05050 0.23997 1.82672 -0.07
H -4.92404 1.51886 -3.82782 0.08
H -5.84305 0.43552 -2.77393 0.07
H -5.13963 -0.18258 -4.27180 0.08
H -3.51901 0.85740 -1.87555 0.10
H -2.83894 0.21533 -3.36730 0.10
H -5.17912 -1.69952 0.86871 0.08
H -5.48837 -0.32536 -0.20396 0.12
H -4.57260 -0.16674 2.71881 0.07
H -6.11497 0.35548 2.03794 0.09
H -4.63686 1.22915 1.62435 0.07

88
Properties=species:S:1:pos:R:3:lowdin_spin:R:1 method="wB97M-V/def2-TZVPD" spin_multiplicity=2 total_charge=-2 e_lumo_ev="3.71 / 3.70" homo_energy_ev="-1.0 / -1.0" homo_lumo_gap_ev="4.72 / 4.72"
Na -0.82627 -0.12194 2.35522 0.00
C -2.96267 0.99938 4.25783 0.00
C -4.18586 0.44936 3.52204 0.00
C -4.63653 -0.85558 4.17255 0.00
C -3.92372 0.32249 2.03261 0.00
C -3.61755 1.46964 1.29207 0.00
C -3.36655 1.40259 -0.06407 0.00
C -3.42773 0.18543 -0.74400 0.00
C -3.13987 0.12840 -2.21658 0.00
C -3.71089 -0.95409 -0.01089 0.00
C -3.95312 -0.89177 1.35981 0.00
H -3.21270 1.23785 5.29233 0.00
H -2.56462 1.90646 3.80615 0.00
H -2.16608 0.25073 4.28369 0.00
H -4.99266 1.18312 3.63993 0.00
H -3.85266 -1.61387 4.10541 0.00
H -5.53751 -1.25481 3.70304 0.00
H -4.84903 -0.68560 5.22973 0.00
H -3.54179 2.42614 1.79691 0.00
H -3.07094 2.29543 -0.59924 0.00
H -3.88680 0.69147 -2.78227 0.00
H -3.14056 -0.90034 -2.57891 0.00
H -2.16499 0.56940 -2.42607 0.00
H -3.70472 -1.92168 -0.50042 0.00
H -4.12827 -1.81350 1.89621 0.00
O 0.14456 -1.68165 3.14429 0.00
N 0.65821 -2.86812 3.02897 0.00
C 1.97133 -3.01753 3.30520 0.00
C 2.61328 -4.22046 3.18593 0.00
C 1.86802 -5.32367 2.76064 0.00
C 0.53470 -5.16464 2.48386 0.00
C -0.13321 -3.92230 2.60956 0.00
S -1.76921 -3.67544 2.24057 0.00
H 2.45383 -2.10103 3.60991 0.00
H 3.66831 -4.28621 3.40987 0.00
H 2.33724 -6.29264 2.64146 0.00
H -0.06993 -5.99295 2.14291 0.00
C 0.02746 2.08333 -0.58600 0.00
Si 1.22429 1.68328 -1.80982 0.00
C 2.04981 -0.02175 -1.52486 0.00
N 1.23671 -0.94755 -0.73982 0.00
C 1.99221 -1.99193 -0.07665 0.00
C 2.54685 -3.05853 -1.03061 0.00
C 1.45994 -3.47761 -2.04353 0.00
C 0.08084 -2.98837 -1.59916 0.00
C 0.07499 -1.46375 -1.47213 0.00
C 2.77689 2.80985 -2.07563 0.00
C 2.93443 3.65972 -3.17416 0.00
C 3.99139 4.56047 -3.26530 0.00
C 4.93614 4.62909 -2.25245 0.00
C 4.80879 3.79177 -1.14931 0.00
C 3.74525 2.90494 -1.06801 0.00
C 0.47689 1.71853 -3.57476 0.00
C 1.07981 1.11243 -4.67963 0.00
C 0.48867 1.12443 -5.93948 0.00
C -0.72318 1.77280 -6.12945 0.00
C -1.33515 2.40159 -5.05089 0.00
C -0.74412 2.36328 -3.79450 0.00
H -0.44784 3.06570 -0.60287 0.00
H 0.20693 1.72913 0.42867 0.00
H 2.97595 0.15824 -0.97000 0.00
H 2.36435 -0.47079 -2.48798 0.00
H 1.33199 -2.47151 0.64515 0.00
H 2.80071 -1.52982 0.49460 0.00
H 2.88711 -3.91630 -0.44151 0.00
H 3.41939 -2.66461 -1.55897 0.00
H 1.45393 -4.56283 -2.17532 0.00
H 1.67987 -3.04082 -3.02358 0.00
H -0.19957 -3.44956 -0.64875 0.00
H -0.67878 -3.28278 -2.32884 0.00
H -0.84478 -1.12612 -0.98812 0.00
H 0.08002 -1.03105 -2.48040 0.00
H 2.20933 3.61671 -3.98029 0.00
H 4.07681 5.21100 -4.12920 0.00
H 5.76007 5.33044 -2.31644 0.00
H 5.53338 3.84326 -0.34436 0.00
H 3.64412 2.29091 -0.17870 0.00
H 2.03637 0.61452 -4.55628 0.00
H 0.97657 0.63185 -6.77350 0.00
H -1.18991 1.78407 -7.10781 0.00
H -2.28524 2.90661 -5.18690 0.00
H -1.24352 2.81751 -2.94616 0.00
Cl -0.85552 3.89012 6.25839 0.27
C 1.13996 2.47074 5.45253 0.43
Cl 1.16565 1.34160 6.75018 0.06
Cl 2.46294 3.55563 5.35973 0.07
C 0.58244 2.01653 4.23907 0.05
N 0.11529 1.64751 3.24755 0.11

These records have relative energy (zero: lowest compared OMol25 entry of this formula, charge and spin) values of 220.75 0.00 75.56 kJ/mol, in the order they appear.